1.
C36H94O33S10V | ωB97M-V with the def2-TZVPD basis set

Cartesian coordinates (Å):
H 0.072 -0.065 -1.528
H 3.610 -0.649 -3.956
H 5.903 0.887 -0.456
O 4.086 3.403 -2.250
H -5.801 -1.725 -4.073
O -2.860 2.237 -4.381
O -4.414 -1.474 -1.050
H 2.522 4.059 1.845
C -4.462 3.818 -0.249
H -5.988 5.237 0.406
C -5.175 1.918 -4.793
O 0.302 -1.454 -4.809
O -1.637 -4.186 5.103
H -2.975 0.709 -1.994
S -1.371 -4.758 3.815
C -5.728 4.186 0.505
O 1.704 7.476 4.230
H 3.839 -0.691 -6.594
H 0.506 6.328 -3.953
H -3.296 -2.595 -3.976
C -3.482 -1.699 5.192
C 0.605 3.215 2.496
H -1.178 -8.927 4.077
H -5.622 3.962 1.563
H -0.521 1.309 -3.552
H 0.522 -3.985 -1.562
O -2.535 -1.552 2.748
H -6.146 2.394 -4.940
H 2.115 -0.576 -2.982
H 1.574 4.238 -4.569
H -0.633 0.959 -5.288
H -3.692 2.958 6.076
H -0.392 0.531 0.821
O 2.343 -2.481 -5.873
O 3.764 -0.478 3.862
C 2.214 3.360 -0.341
H -5.990 -2.938 -2.835
H -1.658 2.043 4.972
H 3.089 -3.885 1.507
H 2.447 3.577 3.528
O -3.083 0.532 0.794
H -3.502 -2.757 4.928
H -3.638 4.363 0.212
C 0.044 -1.476 0.117
O -2.770 0.518 3.996
H 2.279 -2.246 1.530
C -2.370 1.483 -1.529
S 0.237 -6.309 -1.285
H 4.872 2.278 6.535
C -0.378 -8.500 3.470
C -4.386 -1.520 -2.432
H -6.521 3.567 0.082
O -1.254 -1.929 0.200
C 4.119 -0.164 -0.096
C 0.409 -1.094 -1.306
H -2.015 -4.444 -0.843
S 3.174 0.829 3.808
H -2.169 0.767 6.019
H 3.820 1.734 -5.779
C -4.075 2.934 -4.640
S -2.837 1.792 0.147
C 1.862 4.024 2.717
H 1.138 3.222 -0.289
H -3.682 -6.946 -0.328
H 3.602 0.780 0.078
H -0.007 -3.078 2.805
O 1.966 4.593 -2.534
H 2.025 7.020 -3.353
H 0.910 -4.257 3.839
H 3.986 -2.308 1.828
C 4.724 1.420 5.881
H 0.634 2.045 -4.734
H 1.307 0.118 0.926
O 4.036 1.892 4.691
O 2.545 5.326 5.193
H 4.563 1.456 -7.326
S -1.519 3.061 -4.767
H -6.555 -1.291 -2.545
O 2.937 1.461 2.548
C 1.588 6.341 -4.083
H 0.006 -6.778 2.289
H 2.606 -0.176 -7.821
H 4.193 5.382 2.886
C -3.567 -5.896 -0.619
O -1.402 4.099 -3.772
H -4.468 1.386 5.950
C 0.294 -0.295 1.039
C 6.051 0.776 5.515
S 2.342 6.212 4.082
H -4.035 3.527 -5.562
H 1.773 0.354 5.693
S 3.415 -2.633 -0.462
O 1.506 5.405 2.968
H 5.746 -0.571 -1.464
O 0.563 -6.089 0.100
H 0.775 -2.255 0.410
H -0.151 -9.214 2.680
C 2.709 -1.180 -3.662
H -3.383 -3.439 -2.422
C -2.483 1.351 5.152
C -0.781 -7.137 2.957
H -4.263 3.699 -3.881
H 0.925 2.307 1.978
H 1.562 -4.948 -2.715
H -2.341 2.429 -2.062
C -5.754 -1.880 -2.991
S 2.671 3.229 -2.071
H 0.206 -0.532 2.105
O -2.387 -4.714 2.814
C 2.135 4.926 -3.937
H 2.897 2.141 -7.222
H 0.059 2.951 3.399
C 3.897 6.392 3.175
C 5.216 0.293 -1.060
H 4.679 6.724 3.852
H -5.190 1.267 -3.921
H 4.050 0.734 6.409
H 4.527 -0.535 0.842
H 0.012 -1.636 -2.169
H -3.274 -1.603 6.251
O -3.686 -3.140 0.995
C 3.039 0.008 -6.840
O 2.015 -0.029 -5.836
O 0.742 -7.451 -1.966
H 0.974 0.370 4.063
C 3.181 -2.823 1.317
H -4.264 -5.333 -0.006
H 5.900 -0.236 5.151
C -0.382 1.715 -4.548
C -3.803 2.082 5.434
H 2.717 2.576 0.217
O -1.992 2.792 0.722
O -0.965 -1.057 4.624
O 1.943 2.135 -2.645
C 1.640 0.880 4.755
C -3.285 -2.458 -2.885
H 0.525 -8.407 4.075
O -1.381 -6.341 -1.432
H -5.049 1.282 -5.670
H 6.620 1.380 4.811
H -0.159 -4.740 -2.984
O 3.091 -1.034 -0.597
C 3.604 1.425 -6.805
O -4.284 2.406 -0.018
O 4.821 -2.776 -0.711
S 1.699 -1.461 -5.101
O -0.977 -6.296 4.093
H 3.196 4.942 -4.190
H 0.452 -4.735 2.239
H -1.684 -7.176 2.342
O -1.603 3.407 -6.156
V -3.274 -1.663 0.671
H -3.913 -5.822 -1.654
H -1.351 1.098 -1.425
C 0.136 -4.118 3.080
H -0.067 3.800 1.869
H -4.212 -0.504 -2.836
H 2.555 4.351 -0.059
C -2.108 -5.492 -0.531
H 3.731 6.987 2.286
H 1.438 1.936 4.894
H 6.718 0.654 6.377
H 2.984 -2.140 -3.240
H -4.318 2.380 4.524
S -2.280 -1.017 4.048
H -2.302 -2.022 -2.688
H -4.482 4.013 -1.316
H -1.774 -5.604 0.501
H 1.495 -1.060 -1.447
H -4.358 -1.109 4.930
O 2.434 -3.354 -1.206
C 0.605 -4.853 -2.214
H 4.860 0.895 -1.893
H 1.828 6.734 -5.072

Computed properties:
F_max: 0.0809 hartree/bohr
LUMO energy (alpha / beta): 0.0 / 0.0 eV
2S+1: 2
frontier orbital gap (alpha / beta): 8.329 / 8.444 eV
total charge: 0
E_HOMO (alpha / beta): -8.3 / -8.5 eV


2.
C36H95F3MnN8O12S | ωB97M-V with the def2-TZVPD basis set

Cartesian coordinates (Å):
C 4.734 -5.089 1.260
H -4.579 4.776 0.630
H -1.007 -3.997 -0.697
H 7.112 -0.364 0.749
H 6.292 -5.265 2.777
H -0.900 1.539 -0.459
C 4.914 5.065 -5.193
H -1.179 5.078 0.949
C -7.084 -1.180 -1.071
O -2.504 -0.083 0.732
H -3.945 0.461 -4.987
H -5.807 4.922 2.867
H -4.911 1.330 -2.587
C -3.861 -0.358 -4.272
H 5.354 0.159 -0.832
H -3.212 2.282 2.191
H 1.164 2.784 -5.412
C 3.471 3.490 -4.219
H 0.905 -1.772 -3.470
H 4.943 -6.327 3.026
H 3.622 1.335 0.620
H 2.706 3.359 3.588
H -6.928 -0.972 1.058
O 2.884 -4.639 2.732
H 1.111 -4.394 3.545
C -1.132 -0.161 0.911
H 0.040 0.158 -1.009
O -3.451 2.433 -3.365
C -5.376 -2.335 0.308
C -0.533 -1.562 1.044
H 4.057 -5.778 0.740
S -3.209 -1.581 4.914
H -0.542 -2.109 -2.549
H -3.052 4.052 -2.160
O 0.958 -3.552 -2.518
H 0.531 4.058 3.607
C -6.261 -1.113 0.204
H 1.396 2.218 1.330
H -0.197 -6.816 -0.745
H 2.776 -0.110 -0.090
H -7.847 -0.397 -1.106
H -4.005 -4.219 1.309
C 0.413 3.258 2.865
C -0.332 0.674 -0.115
H 0.926 -5.588 -2.407
C -3.196 0.043 -3.011
C 2.032 3.321 -3.688
H -0.591 -4.884 -2.957
H 0.413 -4.607 1.288
H -0.544 3.461 2.390
C 3.378 0.275 0.746
H 0.263 2.390 3.515
O 2.491 5.340 1.889
H 4.963 6.016 -5.724
C 2.279 6.587 1.253
C 0.241 -4.742 -2.263
H -5.768 3.571 3.950
H 6.920 -1.875 -1.895
H -1.337 4.128 -0.333
N -3.314 -1.007 -1.992
Mn -4.288 -0.125 1.956
H 3.771 2.713 -4.932
C 0.218 -2.573 -3.188
H 1.466 -5.452 0.110
H 5.633 5.023 -4.374
C -3.549 -3.236 1.431
C -4.925 3.127 2.031
F -0.877 -0.329 5.227
C 3.852 -4.045 1.932
C 1.817 1.901 -3.137
H -2.905 -0.680 -1.102
C 0.764 -4.621 0.258
H -4.918 -0.604 -4.100
H -3.803 4.404 -3.725
C -1.329 -1.575 5.205
C 6.707 -1.188 0.149
O -3.657 -2.952 4.827
H -2.146 0.289 -3.247
H 0.538 -1.437 1.262
H 2.356 1.781 -2.196
H 2.648 7.412 1.851
F -1.033 -2.170 6.341
H -0.854 0.302 1.871
C 7.476 -1.315 -1.140
H 1.727 -2.864 2.759
H 4.073 3.364 -3.307
H 1.059 4.562 0.574
H 2.736 4.001 0.413
C 5.292 -0.666 -0.111
H -2.663 -1.647 -2.443
N 1.052 3.558 -4.767
N -4.130 1.963 2.522
H 1.372 -3.719 0.143
H 2.845 6.614 0.311
H 2.193 1.146 -3.832
H -4.239 3.158 0.016
O -4.490 -2.159 1.431
H -0.913 -2.200 1.835
C 1.641 3.045 2.001
H 0.588 1.006 0.377
N -0.944 -6.124 -0.714
N 5.608 -4.324 0.352
N 6.755 -2.468 0.878
C 1.954 4.270 1.137
C -0.287 -4.816 -0.818
H 2.648 0.257 1.562
H 5.191 4.363 -5.996
N 2.833 2.701 2.819
H 0.763 1.693 -2.967
H -2.775 -3.093 0.676
H -0.300 -2.834 -4.118
F -0.778 -2.220 4.173
H -1.292 -6.200 0.241
H -5.867 2.924 1.513
C -4.141 3.809 0.897
H -4.679 -0.212 -0.612
H 6.408 -3.138 0.185
H 7.692 -0.328 -1.558
H 1.835 4.054 -2.904
H 1.315 4.442 -5.188
H 6.192 -4.946 -0.193
H 3.729 2.968 2.428
H 3.335 -3.459 1.152
H -4.069 2.079 3.532
H -7.617 -2.136 -1.039
H -3.420 -1.273 -4.677
H -6.525 -1.052 -1.998
C -2.004 4.668 0.343
H 5.001 -3.812 -0.279
O 4.511 -0.480 1.078
H 2.253 -3.431 4.344
H -6.031 -3.184 0.550
N -5.355 0.073 0.104
H 6.011 -2.514 1.572
C -3.791 3.706 -2.893
O -3.762 -0.897 6.071
O -3.292 -0.846 3.639
H 8.445 -1.766 -0.932
H -4.257 4.457 3.668
H 6.119 -6.651 1.693
H -0.428 -2.021 0.054
H 4.691 -1.411 -0.660
C -5.172 4.100 3.201
C 1.974 -3.758 3.334
C 5.568 -5.891 2.248
O -2.783 3.901 1.247
H 1.235 6.667 0.941
H -4.861 -2.650 -0.599
H 4.509 -3.342 2.461
O 3.599 4.751 -4.812
H -3.600 1.555 -1.454
H -2.553 5.552 0.028
H -4.740 3.746 -2.342
C -3.807 1.364 -2.517
H -3.073 -3.207 2.409
H -5.763 0.882 -0.355

Computed properties:
F_max: 0.1039 hartree/bohr
ΔE to the lowest compared entry with this formula, charge and spin: 0.0000 eV
LUMO energy (alpha / beta): -0.1 / -0.2 eV
2S+1: 6
frontier orbital gap (alpha / beta): 7.973 / 7.843 eV
total charge: 0
E_HOMO (alpha / beta): -8.0 / -8.0 eV